(1)
ORCA calculation (ωB97M-V with the def2-TZVPD basis set) on a molecular structure, C31H64CrNO30 at a distorted geometry.

As for the total charge: +1. For the total energy, the calculation gives -4575.7638 hartree. As for the multiplicity: 5.

Positions of all 127 atoms, in Å:
Cr -10.66098 -2.27327 37.14963
C -12.22989 -4.12247 40.64815
C -11.02625 -4.22864 39.72063
C -10.90126 -5.65441 39.21338
O -11.21693 -3.30979 38.68335
H -12.05943 -4.81548 41.47218
H -13.09293 -4.45978 40.06445
H -12.46128 -3.14624 41.07481
H -10.10077 -4.01020 40.27840
H -11.78044 -6.09655 38.74770
H -10.51248 -6.31737 39.99342
H -10.06924 -5.70480 38.50568
C -12.33544 -3.42168 45.99034
O -11.12754 -3.74568 45.30730
C -10.82016 -3.00138 44.27140
O -11.45844 -2.08655 43.80914
O -9.64710 -3.41547 43.80019
C -8.92944 -2.58422 42.91598
H -13.23041 -3.62755 45.40375
H -12.32814 -2.35757 46.23205
H -12.37318 -3.97623 46.92127
H -9.00165 -1.53003 43.18899
H -9.34948 -2.69037 41.91234
H -7.88367 -2.87557 42.91756
C -15.65271 -0.61751 46.85515
O -15.30065 -1.58286 45.89388
C -15.25563 -1.19470 44.62890
O -15.37067 -0.07433 44.21854
O -15.19476 -2.29218 43.87266
C -14.69143 -2.11550 42.55675
H -16.59030 -0.09967 46.63957
H -14.87214 0.12174 47.04177
H -15.85253 -1.08136 47.82197
H -15.40384 -1.58759 41.91866
H -14.42412 -3.08838 42.16148
H -13.80775 -1.47092 42.58653
C -11.06436 -0.31621 40.83483
O -9.84680 0.31763 40.41557
C -9.35981 -0.00307 39.23863
O -9.88777 -0.77463 38.46060
O -8.20575 0.54266 38.97486
C -7.46801 1.24791 39.99841
H -11.90741 0.00557 40.23011
H -11.18227 -0.04674 41.88145
H -11.01499 -1.40600 40.84462
H -7.19136 0.53280 40.76760
H -8.11474 2.02547 40.40310
H -6.61566 1.74733 39.55564
C -12.23047 -9.05983 40.61415
O -12.10241 -10.36989 40.07076
C -12.76034 -11.36127 40.68276
O -13.42647 -11.22468 41.67067
O -12.57377 -12.51752 40.06951
C -12.41427 -12.61090 38.65576
H -13.24757 -8.87301 40.95771
H -11.91211 -8.33785 39.87043
H -11.55881 -8.99665 41.47417
H -11.67537 -11.91484 38.26259
H -13.38648 -12.48915 38.17995
H -12.04969 -13.62059 38.48412
C -12.78062 -8.50152 47.60058
O -13.19856 -8.22291 46.28776
C -12.42035 -7.43331 45.54376
O -11.41969 -6.89290 45.94331
O -12.96583 -7.33514 44.33924
C -12.33683 -6.52687 43.36026
H -13.16511 -7.77880 48.32350
H -11.70368 -8.56320 47.75932
H -13.16723 -9.47750 47.89231
H -11.49544 -5.94639 43.73228
H -13.11313 -5.93935 42.88047
H -11.87560 -7.15511 42.59670
C -14.15034 -2.06954 38.58056
O -14.68708 -1.15398 37.63434
C -13.85248 -0.61385 36.77948
O -12.66808 -0.87421 36.70279
O -14.49978 0.27973 36.05722
C -13.79556 0.90627 34.99051
H -13.36055 -1.56154 39.14092
H -13.70350 -2.98432 38.19183
H -14.92374 -2.33030 39.29687
H -14.23607 1.87111 34.75748
H -13.85151 0.26185 34.11438
H -12.75296 1.12771 35.21896
C -7.52518 -6.12987 37.64894
O -8.44064 -7.14986 37.29514
C -8.01840 -8.25483 36.68588
O -6.90152 -8.48721 36.31980
O -9.06892 -9.05548 36.53113
C -8.78221 -10.35776 36.02926
H -6.49865 -6.34106 37.35382
H -7.51705 -5.99872 38.73139
H -7.85555 -5.18018 37.22244
H -8.02976 -10.93322 36.56583
H -8.44379 -10.30416 34.99127
H -9.73332 -10.88381 36.04517
C -13.65665 -2.71367 34.19111
O -12.97296 -3.97807 34.07524
C -12.04804 -4.28257 34.94273
O -11.52734 -3.52584 35.75641
O -11.76801 -5.54383 34.77766
C -10.72396 -6.21190 35.51076
H -12.91788 -1.91119 34.23796
H -14.10897 -2.68833 35.18582
H -14.35100 -2.63781 33.36964
H -10.62941 -7.15934 34.98676
H -11.08364 -6.43226 36.51049
H -9.75027 -5.73187 35.48511
C -15.71892 -10.16743 38.96065
O -14.77917 -9.42012 38.17108
C -15.12551 -8.18069 37.84296
O -16.21563 -7.69694 37.95776
O -14.05686 -7.60010 37.29211
C -14.14122 -6.17878 37.16635
H -15.62186 -9.93761 40.01770
H -15.49374 -11.18788 38.66708
H -16.74367 -9.96371 38.65080
H -13.15260 -5.72794 37.15622
H -14.69818 -5.80167 38.02174
H -14.62306 -5.97806 36.20860
C -7.42697 -6.04140 43.43278
N -8.26795 -6.18663 42.20786
O -7.68026 -6.21044 41.14384
O -9.46287 -6.27979 42.35246
H -7.00546 -7.01279 43.66565
H -8.06745 -5.59044 44.18415
H -6.62152 -5.34939 43.20444

Forces on the atoms, in the same order (eV/Å):
-1.166 -0.559 2.059
0.073 -0.557 0.046
-0.285 0.274 -0.216
1.387 -0.380 0.033
0.296 0.807 -1.333
-0.212 0.017 0.060
-0.118 -0.014 0.212
0.364 0.131 -0.187
-0.023 0.061 -0.016
-0.206 0.237 0.138
-0.492 0.047 0.225
-0.244 0.182 -0.298
-0.517 0.722 0.276
0.061 -0.487 0.125
-0.111 0.452 -0.210
-0.095 0.115 -0.049
0.758 -0.658 0.545
-0.520 0.614 -0.713
0.156 -0.104 -0.181
-0.070 -0.019 -0.050
0.280 -0.275 -0.140
-0.053 -0.057 0.175
0.178 -0.012 -0.058
-0.047 -0.246 0.134
-0.556 1.057 1.179
0.111 -0.616 0.349
-0.939 0.093 -0.306
0.426 0.283 -0.014
0.531 -0.575 0.142
0.192 1.002 -0.263
0.206 0.009 -0.550
0.073 -0.037 -0.415
0.309 -0.615 -0.302
-0.222 -0.286 0.050
-0.183 -0.108 0.094
0.095 -0.238 0.068
-0.434 -0.445 0.741
0.072 -0.132 -0.139
0.281 -0.097 0.681
-0.415 -0.346 -0.914
0.603 0.066 -0.687
-0.843 0.396 0.376
0.055 0.155 -0.038
-0.125 0.324 -0.126
0.332 0.071 -0.496
0.171 0.126 0.062
0.084 -0.103 0.215
0.085 -0.409 -0.350
0.152 -0.195 0.736
0.144 0.124 -0.732
-0.211 0.807 0.074
0.131 -0.168 0.028
-0.164 -0.650 0.218
0.313 -0.165 -0.044
0.001 0.008 -0.100
-0.076 -0.167 -0.238
-0.107 0.112 0.009
-0.159 0.163 0.096
0.076 0.121 -0.114
-0.109 -0.021 -0.030
0.327 -0.433 1.423
-0.153 -0.102 -0.718
0.233 0.172 0.774
0.030 0.030 -0.363
-0.265 -0.228 0.045
0.597 -0.173 -0.509
-0.084 0.178 -0.269
0.055 0.255 -0.552
-0.263 0.051 -0.327
-0.366 0.272 0.442
-0.020 0.198 0.201
-0.250 -0.233 0.034
0.794 0.024 1.189
-0.594 -0.256 -0.293
-0.073 0.223 0.394
0.738 -0.124 -0.248
-0.075 0.120 0.086
0.610 0.279 -0.600
0.026 -0.137 -0.087
-0.132 0.207 -0.535
-0.328 0.129 -0.295
-0.519 -0.192 0.221
0.047 0.091 -0.056
-0.017 -0.372 0.266
0.709 0.482 0.439
-0.630 0.127 0.134
0.428 -0.081 -0.167
0.202 -0.002 0.058
-0.040 -0.032 0.436
-0.187 -0.507 -0.992
-0.162 -0.180 -0.322
-0.238 -0.236 -0.003
-0.030 -0.156 -0.231
-0.018 0.428 0.430
-0.022 0.137 0.078
0.030 0.010 0.104
1.009 0.096 1.266
-0.582 0.450 -0.316
0.283 -0.670 -0.138
0.155 0.333 -0.075
0.351 0.088 -0.142
-0.247 -0.795 -0.062
-0.069 0.016 -0.539
-0.551 -0.102 -0.321
-0.069 -0.048 -0.038
0.032 -0.015 0.044
0.258 0.238 0.152
-0.227 0.497 0.074
-0.438 -0.126 -0.883
0.213 0.226 0.297
-0.167 -0.561 -0.307
-0.083 0.412 0.285
0.904 0.286 0.267
-0.562 -0.206 -0.314
0.279 -0.213 0.044
-0.003 -0.197 0.643
0.073 0.177 -0.032
0.199 -0.383 0.101
-0.169 0.301 -0.241
-0.239 0.370 0.196
-0.102 0.702 -0.058
0.629 0.020 0.121
-0.151 0.011 -0.155
-0.209 -0.053 -0.118
-0.218 -0.078 0.186
-0.011 -0.455 0.251
0.058 -0.120 -0.217

Here are the Löwdin charges for atoms 1 to 8, given in e:
1 Cr 1.011
2 C -0.039
3 C -0.523
4 C -0.042
5 O -0.342
6 H 0.058
7 H 0.084
8 H 0.053


(2)
ORCA calculation (ωB97M-V with the def2-TZVPD basis set) on 10 unconnected molecules or ions with the total composition C31H65BrN3O27 at a distorted geometry.

As for the total charge: +1. For the total energy, the calculation gives -5989.8028 hartree.

Positions of all 127 atoms, in Å:
C 1.75320 4.13860 -3.53976
C 0.39138 3.77605 -2.94616
C 0.27682 3.66924 -1.43545
Br 1.24554 5.10542 -0.52219
N 0.60704 2.33210 -0.90632
C 1.87131 1.85197 -1.26116
N 2.99550 2.23139 -0.63334
N 1.88087 0.93718 -2.18940
H 1.80299 3.80029 -4.57472
H 2.59924 3.68009 -3.01986
H 1.91472 5.21433 -3.53620
H -0.30647 4.56700 -3.22898
H -0.01459 2.86200 -3.38643
H -0.75529 3.83146 -1.14281
H 0.57369 2.38932 0.11108
H 2.80462 2.83590 0.15839
H 3.74903 2.62901 -1.18539
H 2.71527 0.69083 -2.70347
H 1.02670 0.43247 -2.38161
C -0.16003 -4.65155 0.41549
O -0.17732 -3.49062 1.25943
C 0.18746 -2.37314 0.66641
O 0.52695 -2.24456 -0.48950
O 0.12485 -1.37067 1.55200
C 0.51363 -0.12567 0.98968
H -0.47242 -5.48809 1.03082
H -0.85156 -4.52430 -0.41242
H 0.84359 -4.83245 0.03694
H -0.15502 0.13336 0.16939
H 1.54850 -0.16807 0.64552
H 0.42916 0.60551 1.79141
C 4.50748 -0.06802 1.30948
O 4.39504 -1.24632 2.09949
C 3.33644 -1.20704 2.92771
O 2.54712 -0.29349 2.97562
O 3.30697 -2.31754 3.63050
C 2.21827 -2.43189 4.56476
H 5.35702 -0.21164 0.64715
H 3.59754 0.06369 0.72689
H 4.66937 0.81028 1.93345
H 1.26310 -2.40141 4.04437
H 2.26867 -1.63531 5.30274
H 2.35226 -3.39149 5.05259
C -5.48462 -6.14421 -3.86155
O -4.99166 -5.01683 -3.11887
C -3.72589 -4.69832 -3.36269
O -2.98199 -5.25045 -4.12700
O -3.41224 -3.64831 -2.59300
C -2.06519 -3.20078 -2.73782
H -6.51371 -6.27254 -3.54195
H -5.44255 -5.94208 -4.92912
H -4.90475 -7.03403 -3.62806
H -1.87058 -2.87572 -3.75903
H -1.36437 -3.98826 -2.47078
H -1.94713 -2.36230 -2.05710
C 5.51807 10.75477 -0.95948
O 4.97270 10.14069 0.21750
C 4.53681 8.90388 0.04682
O 4.56032 8.26809 -0.97711
O 4.05108 8.46067 1.21282
C 3.54609 7.13183 1.14952
H 5.82355 11.74882 -0.65141
H 6.37527 10.19084 -1.32001
H 4.76241 10.81697 -1.73939
H 4.33214 6.43187 0.86717
H 2.73264 7.07599 0.42853
H 3.17651 6.89571 2.14335
C -7.80372 -7.39536 3.32650
O -7.67843 -7.05614 1.94040
C -6.77910 -6.11016 1.68454
O -6.09368 -5.54824 2.49976
O -6.76357 -5.88922 0.37097
C -5.83686 -4.88052 -0.04589
H -8.56421 -8.16824 3.36899
H -6.86015 -7.77362 3.71413
H -8.11525 -6.52838 3.90518
H -4.82083 -5.16415 0.22625
H -6.07994 -3.92648 0.41822
H -5.92214 -4.81602 -1.12425
C 2.16660 -6.77792 8.88040
O 2.48425 -5.68426 9.74795
C 2.22939 -4.48386 9.23566
O 1.77063 -4.26788 8.14283
O 2.56999 -3.56305 10.13365
C 2.35477 -2.21390 9.71056
H 2.42785 -7.67381 9.43434
H 1.10526 -6.78025 8.64095
H 2.74876 -6.71780 7.96269
H 1.30108 -2.04239 9.49918
H 2.94813 -1.99327 8.82499
H 2.67616 -1.59369 10.54111
C -4.36715 7.23291 -4.30206
O -3.80405 5.95296 -3.97163
C -4.62260 4.92316 -4.16149
O -5.75730 4.97783 -4.55215
O -3.96342 3.80631 -3.83589
C -4.72683 2.60200 -3.97739
H -3.58668 7.95595 -4.09000
H -4.63115 7.27053 -5.35636
H -5.24428 7.43053 -3.69027
H -5.03942 2.46149 -5.00990
H -5.60049 2.62382 -3.32958
H -4.06145 1.79717 -3.67929
C 6.00576 -4.00384 3.20558
O 6.81168 -4.91343 3.96177
C 6.44171 -5.02572 5.23684
O 5.52105 -4.44567 5.75511
O 7.25758 -5.88617 5.83810
C 6.97218 -6.10508 7.22467
H 6.40761 -4.01374 2.19670
H 4.96824 -4.32776 3.19734
H 6.06620 -3.00064 3.62020
H 5.97115 -6.51347 7.34863
H 7.05987 -5.17644 7.78461
H 7.71389 -6.82028 7.56483
C -4.99032 4.42293 -7.25179
O -4.85802 4.51567 -8.67477
C -3.85808 5.29967 -9.07171
O -3.09939 5.89144 -8.34402
O -3.83679 5.31874 -10.39965
C -2.80714 6.13579 -10.96860
H -5.83408 3.76546 -7.06914
H -4.08461 4.00126 -6.81489
H -5.20027 5.39871 -6.82808
H -1.82501 5.77861 -10.66575
H -2.92998 7.17267 -10.66318
H -2.92497 6.04475 -12.04334

Forces on the atoms, in the same order (eV/Å):
0.106 -0.260 -0.094
-0.135 0.501 -0.161
-0.413 -0.341 -0.339
0.075 -0.020 0.028
0.488 -0.125 0.937
-0.253 -0.346 -0.179
-0.198 0.997 0.139
0.167 0.190 -0.574
-0.031 0.063 -0.005
-0.040 0.042 0.004
0.041 -0.029 0.100
-0.040 -0.092 -0.068
0.049 -0.056 0.124
0.025 -0.031 0.061
-0.293 -0.022 -0.006
0.050 0.220 -0.150
0.306 -0.642 -0.034
0.096 -0.332 0.338
-0.135 0.313 -0.280
0.037 -0.222 -0.051
0.005 -0.066 0.049
0.018 0.181 -0.039
-0.038 -0.027 0.044
0.102 -0.200 -0.215
-0.228 0.228 0.145
-0.036 0.094 0.118
-0.002 0.024 -0.008
0.008 0.067 -0.033
-0.009 -0.052 -0.030
-0.132 0.001 -0.008
0.034 -0.099 0.030
0.100 -0.041 -0.194
-0.056 0.096 0.155
-0.073 -0.070 -0.024
0.151 0.002 0.143
0.025 0.032 -0.083
-0.120 -0.155 0.197
0.019 -0.098 0.051
0.107 0.077 -0.034
-0.032 -0.008 0.033
0.032 0.062 -0.058
0.011 0.045 -0.033
0.060 0.007 0.008
-0.065 -0.020 0.015
0.009 -0.041 -0.206
0.002 0.016 0.070
0.014 -0.005 -0.025
-0.008 0.035 0.022
0.097 0.125 0.002
-0.001 0.010 0.013
0.041 -0.006 -0.006
0.035 0.009 -0.026
-0.016 -0.078 -0.032
0.017 -0.025 -0.090
-0.066 -0.030 0.051
0.021 0.064 0.000
0.014 0.025 0.007
-0.045 -0.038 0.019
0.009 0.003 -0.019
0.055 0.001 -0.029
-0.051 -0.042 0.133
-0.004 -0.001 0.019
-0.014 -0.029 -0.012
-0.001 -0.033 -0.009
-0.001 0.011 -0.046
0.050 0.051 -0.024
0.026 0.075 0.027
-0.049 -0.049 0.018
-0.008 -0.011 -0.003
-0.002 0.002 0.016
0.016 0.003 0.007
-0.008 -0.011 -0.023
0.019 0.035 -0.019
-0.004 -0.001 -0.018
0.018 0.029 0.003
0.030 0.018 0.001
0.002 0.012 0.037
0.010 0.001 0.029
-0.065 0.006 0.119
0.017 -0.063 0.025
0.008 -0.015 0.012
0.028 -0.011 -0.040
-0.031 0.046 -0.054
0.002 0.001 0.014
0.018 0.050 0.040
0.005 0.007 0.016
-0.001 0.024 -0.024
-0.020 0.028 -0.019
-0.002 -0.015 -0.030
-0.016 -0.016 -0.022
0.004 -0.012 0.012
0.031 0.058 -0.001
0.031 -0.009 -0.019
0.038 0.066 0.152
-0.035 -0.039 0.146
0.084 -0.083 0.009
-0.008 -0.044 0.035
0.011 -0.009 0.007
-0.017 -0.017 -0.001
-0.026 -0.022 -0.019
-0.029 0.027 0.005
-0.028 0.023 -0.029
0.010 0.008 0.005
0.024 0.001 -0.118
-0.006 0.018 0.016
-0.008 -0.011 0.004
-0.017 0.003 0.003
0.005 -0.003 -0.002
0.044 -0.043 0.035
0.057 -0.046 0.021
-0.020 0.033 0.041
-0.039 -0.005 0.041
-0.019 0.028 -0.004
-0.031 0.015 -0.009
0.009 -0.002 -0.016
-0.141 -0.055 -0.191
0.079 -0.057 0.012
0.002 0.022 0.012
0.011 -0.004 0.007
-0.007 -0.012 -0.014
0.001 0.009 -0.070
-0.026 0.017 -0.064
0.032 0.084 0.019
0.051 0.011 -0.028
0.001 0.011 0.032
0.011 -0.002 0.033
-0.015 -0.011 0.000

Here are the Löwdin charges for atoms 1 to 8, given in e:
1 C -0.114
2 C -0.268
3 C -0.649
4 Br 0.832
5 N 0.026
6 C -0.453
7 N 0.219
8 N 0.290